# 1
{
  "formula": "C48H38ClCrN4O8P2",
  "method": "wB97M-V/def2-TZVPD",
  "elements": ["Cr", "O", "C", "O", "C", "C", "C", "C", "C", "C", "C", "C", "C", "N", "H", "H", "H", "H", "H", "H", "N", "C", "C", "O", "O", "H", "H", "H", "H", "O", "C", "O", "C", "C", "Cl", "N", "N", "C", "C", "O", "O", "C", "C", "C", "C", "C", "C", "H", "H", "H", "H", "H", "H", "C", "P", "C", "C", "C", "C", "C", "C", "C", "C", "C", "C", "C", "C", "P", "C", "C", "C", "C", "C", "C", "C", "C", "C", "C", "C", "C", "H", "H", "H", "H", "H", "H", "H", "H", "H", "H", "H", "H", "H", "H", "H", "H", "H", "H", "H", "H", "H", "H"],
  "positions_angstrom": [[0.444764, -1.395944, 0.194671], [-1.364352, -0.241141, 3.640240], [-1.038268, -0.679791, 2.547984], [0.143542, -0.773680, 2.067814], [-2.143991, -1.215851, 1.632267], [-3.482866, -1.194285, 2.083374], [-4.448935, -1.707946, 1.274765], [-4.095970, -2.245082, 0.012071], [-5.042737, -2.817868, -0.869695], [-4.646920, -3.329198, -2.072278], [-3.288712, -3.275880, -2.454762], [-2.355242, -2.717882, -1.629186], [-2.741479, -2.203608, -0.370451], [-1.785010, -1.687855, 0.459500], [-3.674161, -0.774841, 3.059681], [-5.488988, -1.720593, 1.580590], [-6.082738, -2.845232, -0.566759], [-5.372519, -3.776251, -2.739393], [-2.987878, -3.667864, -3.417470], [-1.320563, -2.628304, -1.925882], [2.642714, -1.761415, 0.709269], [3.307726, -0.831677, 1.652448], [3.729214, 0.458235, 0.909009], [4.741391, 1.038586, 1.305311], [2.967331, 0.805640, -0.038721], [2.679204, -2.715089, 1.057840], [3.161947, -1.765327, -0.163598], [4.190745, -1.275580, 2.113971], [2.583452, -0.571927, 2.427136], [1.234752, -6.500286, -3.000635], [0.741025, -6.897523, -1.845295], [0.434483, -8.047708, -1.636712], [0.562655, -5.858761, -0.786603], [0.132802, -6.126102, 0.502881], [-0.187624, -7.614070, 1.259160], [0.068208, -4.958260, 1.183018], [0.468179, -3.943226, 0.403262], [0.735264, -4.449270, -0.785142], [1.073059, -3.467863, -1.884522], [1.459259, -3.917221, -2.972270], [0.883978, -2.245695, -1.621274], [-0.412271, -4.640347, 2.488575], [0.243738, -3.650485, 3.204104], [-0.289090, -3.219906, 4.408983], [-1.450618, -3.795072, 4.902680], [-2.091389, -4.790580, 4.179494], [-1.587048, -5.208485, 2.957116], [1.412946, -5.502970, -3.019608], [1.130593, -3.176959, 2.807075], [0.195968, -2.410092, 4.935715], [-1.869351, -3.449605, 5.838266], [-3.009266, -5.229503, 4.548166], [-2.118298, -5.942808, 2.370017], [0.310781, 2.417893, 0.418468], [0.362237, 1.011501, -0.752379], [1.246653, 1.593382, -2.232337], [2.211191, 0.781169, -2.813984], [2.867414, 1.195260, -3.965006], [2.572019, 2.426208, -4.530604], [1.605598, 3.240629, -3.954859], [0.938285, 2.816960, -2.817524], [-1.361147, 1.104688, -1.408223], [-2.449377, 1.469339, -0.614170], [-3.748378, 1.376831, -1.094792], [-3.987067, 0.925169, -2.385132], [-2.912796, 0.569294, -3.188602], [-1.616666, 0.653973, -2.703839], [1.864626, 3.076894, 1.180618], [2.502494, 4.087033, -0.223559], [3.731825, 3.744926, -0.781740], [4.231876, 4.469542, -1.857085], [3.523737, 5.543031, -2.374042], [2.304156, 5.898686, -1.813308], [1.800836, 5.172871, -0.745253], [1.113454, 4.466732, 2.146010], [2.005297, 5.418508, 2.650711], [1.574251, 6.460122, 3.451317], [0.230124, 6.572277, 3.788908], [-0.665292, 5.630245, 3.313190], [-0.227736, 4.590370, 2.498974], [-0.261772, 2.025868, 1.267802], [-0.276249, 3.229860, -0.024990], [2.449577, -0.170277, -2.357142], [3.616195, 0.553458, -4.412241], [3.096382, 2.753800, -5.420276], [1.376301, 4.207915, -4.383580], [0.174865, 3.449447, -2.378991], [-2.295879, 1.827231, 0.397674], [-4.576044, 1.660788, -0.455512], [-5.000041, 0.850459, -2.760184], [-3.081914, 0.212900, -4.197354], [-0.788005, 0.370093, -3.343460], [4.283490, 2.904862, -0.377289], [5.184685, 4.188528, -2.288882], [3.921483, 6.106118, -3.210204], [1.744573, 6.737895, -2.209195], [0.847855, 5.455725, -0.311576], [3.058337, 5.340499, 2.400924], [2.289499, 7.186266, 3.818398], [-0.110202, 7.383044, 4.420724], [-1.715164, 5.697258, 3.571803], [-0.958999, 3.875190, 2.145551]],
  "forces_ev_per_angstrom": [[0.675, -0.277, 0.200], [0.038, 0.031, 0.008], [-0.167, -0.085, -0.057], [-0.019, 0.122, -0.077], [-0.017, 0.022, 0.029], [0.071, -0.057, -0.120], [0.010, -0.003, -0.017], [-0.093, 0.022, 0.052], [0.012, -0.003, 0.009], [-0.005, -0.012, 0.022], [-0.006, 0.035, 0.008], [-0.063, 0.067, -0.029], [0.125, -0.010, -0.012], [0.145, 0.078, 0.108], [-0.021, -0.003, 0.014], [-0.006, 0.001, 0.000], [-0.012, -0.006, -0.013], [-0.011, 0.009, -0.003], [0.011, -0.008, -0.004], [0.003, 0.005, 0.000], [-0.306, -0.130, 0.033], [0.030, 0.073, -0.196], [-0.195, -0.026, 0.063], [0.206, 0.039, 0.140], [-0.029, -0.155, -0.094], [0.035, 0.045, 0.059], [-0.083, 0.110, -0.067], [0.004, -0.010, -0.014], [0.072, 0.082, 0.028], [0.146, 0.255, -0.045], [-0.098, 0.001, 0.067], [0.050, 0.010, -0.045], [-0.073, 0.019, 0.073], [0.030, -0.066, 0.011], [-0.028, 0.019, 0.020], [0.256, -0.008, -0.129], [-0.361, 0.114, -0.200], [0.125, -0.011, 0.107], [-0.023, -0.169, -0.124], [0.049, -0.121, 0.057], [0.018, 0.057, 0.066], [-0.082, 0.032, -0.021], [-0.006, -0.008, 0.095], [0.050, -0.022, -0.016], [-0.004, -0.012, 0.004], [-0.012, -0.016, -0.018], [-0.021, 0.039, 0.068], [-0.146, -0.098, -0.001], [-0.023, -0.046, -0.025], [-0.026, 0.005, 0.029], [0.002, 0.008, 0.008], [-0.007, 0.011, 0.017], [0.024, -0.018, -0.034], [-0.205, 0.086, 0.180], [-0.071, 0.076, -0.236], [0.041, -0.013, -0.017], [0.021, -0.047, 0.000], [-0.001, -0.033, -0.004], [-0.004, -0.006, -0.015], [-0.034, -0.036, -0.017], [-0.010, 0.033, -0.031], [-0.023, 0.100, 0.059], [0.005, -0.025, 0.034], [-0.042, -0.015, -0.021], [-0.001, -0.007, 0.039], [0.007, -0.051, 0.002], [-0.027, -0.046, -0.054], [0.040, -0.016, 0.061], [0.064, -0.017, -0.007], [0.002, 0.011, -0.008], [0.042, 0.009, 0.012], [0.030, 0.031, 0.012], [0.005, 0.016, 0.045], [0.006, 0.014, -0.006], [-0.079, 0.010, 0.011], [0.055, -0.002, -0.037], [0.007, 0.027, 0.010], [-0.012, -0.004, 0.006], [-0.009, 0.008, 0.010], [-0.011, -0.018, -0.023], [0.001, 0.017, -0.015], [0.031, -0.002, 0.005], [-0.012, 0.052, -0.010], [0.005, 0.014, -0.008], [0.001, 0.006, -0.003], [0.005, -0.004, -0.016], [0.006, -0.007, -0.012], [0.023, -0.020, -0.005], [-0.001, 0.000, -0.002], [-0.006, 0.002, -0.003], [-0.011, 0.005, -0.008], [-0.020, -0.016, 0.021], [-0.046, -0.059, 0.029], [0.000, 0.002, -0.015], [-0.003, -0.008, -0.012], [-0.003, 0.012, -0.001], [-0.018, 0.017, 0.027], [0.002, -0.017, -0.004], [-0.002, 0.000, 0.002], [-0.004, 0.004, 0.002], [-0.003, 0.008, 0.005], [0.007, -0.024, -0.012]],
  "total_energy_ev": -132263.017,
  "multiplicity": 5,
  "gap_ev": [6.23, 7.06],
  "total_charge": -1,
  "homo_energy_ev": [-4.6, -5.5]
}



# 2
{
  "formula": "C48H39AsFeNP2SbSe4",
  "method": "wB97M-V/def2-TZVPD",
  "elements": ["Fe", "C", "P", "C", "C", "C", "C", "C", "C", "C", "C", "C", "C", "C", "C", "C", "C", "C", "C", "C", "P", "C", "C", "C", "C", "C", "C", "C", "C", "C", "C", "C", "C", "N", "H", "H", "H", "H", "H", "H", "H", "H", "H", "H", "H", "H", "H", "H", "H", "H", "H", "H", "H", "H", "H", "H", "H", "H", "H", "H", "Se", "Sb", "Se", "Se", "Se", "C", "C", "C", "C", "C", "C", "As", "C", "C", "C", "C", "C", "C", "C", "C", "C", "C", "C", "C", "H", "H", "H", "H", "H", "H", "H", "H", "H", "H", "H", "H", "H"],
  "positions_angstrom": [[12.010119, 9.852930, 11.889958], [13.854793, 9.416890, 14.850734], [15.300954, 9.636828, 13.610631], [16.380419, 8.268591, 13.969775], [16.656556, 7.856048, 15.351597], [16.844740, 6.456540, 15.572813], [17.108631, 5.611956, 14.468319], [17.156571, 6.157920, 13.171316], [16.832305, 7.500626, 12.910362], [16.142262, 11.233639, 14.016477], [17.304758, 11.339004, 14.807864], [17.815803, 12.619492, 15.079436], [17.268845, 13.810377, 14.580753], [16.107711, 13.683848, 13.823006], [15.495943, 12.448080, 13.695252], [12.902671, 8.332802, 14.392453], [12.610792, 7.075159, 14.944541], [11.696940, 6.432811, 14.071020], [11.494030, 7.314608, 12.998532], [10.604417, 7.020433, 11.868186], [10.743286, 8.453950, 10.605329], [9.036546, 8.590789, 10.029857], [8.188811, 9.498188, 10.672120], [6.792583, 9.457505, 10.392195], [6.354039, 8.545690, 9.441810], [7.190874, 7.661083, 8.815897], [8.535362, 7.669075, 9.105896], [11.740992, 7.959414, 9.179391], [12.985279, 7.258843, 9.408201], [13.628474, 6.692971, 8.300363], [13.242952, 6.986540, 7.006865], [12.091337, 7.777021, 6.764405], [11.367145, 8.193665, 7.854286], [12.108891, 8.495848, 13.256147], [14.302369, 9.207015, 15.861626], [13.264557, 10.380309, 14.889849], [16.685393, 8.563928, 16.170917], [17.020428, 6.084451, 16.580914], [17.251970, 4.579291, 14.513928], [17.415790, 5.483639, 12.376738], [16.721799, 7.953150, 11.943903], [17.907790, 10.426461, 14.981169], [18.740197, 12.622372, 15.655823], [17.731289, 14.791703, 14.785273], [15.618094, 14.510409, 13.252626], [14.539298, 12.416729, 13.291604], [12.861722, 6.716693, 15.956307], [11.205677, 5.432787, 14.145757], [10.867945, 6.104256, 11.328739], [9.574936, 6.946298, 12.155654], [8.555459, 10.125062, 11.466588], [6.102673, 10.145556, 10.897643], [5.312571, 8.504049, 9.235384], [6.810780, 6.875041, 8.153691], [9.194764, 6.912298, 8.616025], [13.489787, 7.124827, 10.402657], [14.528869, 6.100927, 8.425006], [13.883765, 6.712670, 6.168969], [11.762784, 7.967469, 5.764216], [10.346288, 8.619630, 7.728633], [14.114957, 13.442811, 10.859863], [13.331250, 12.011440, 8.913896], [14.317838, 9.894475, 11.649240], [11.112726, 11.141027, 10.069587], [12.477894, 14.419847, 8.644730], [13.016258, 13.792321, 16.755151], [12.018945, 12.867009, 17.101558], [11.124366, 12.373730, 16.161626], [11.377719, 12.582379, 14.797635], [12.185278, 13.676517, 14.473357], [13.045099, 14.303504, 15.464557], [10.596664, 11.407824, 13.380719], [9.364769, 12.754645, 12.631909], [9.712838, 13.650435, 11.654843], [8.717820, 14.604174, 11.257056], [7.394644, 14.499281, 11.717341], [7.085164, 13.604403, 12.723313], [8.035666, 12.661813, 13.114876], [7.773706, 11.596858, 14.044126], [6.469221, 11.176303, 14.433928], [6.379046, 10.108025, 15.354761], [7.504455, 9.533417, 15.889550], [8.747911, 9.788681, 15.317265], [8.892195, 10.862447, 14.408402], [13.788334, 14.152699, 17.454128], [11.908122, 12.595985, 18.113181], [10.277310, 11.748705, 16.413738], [12.312960, 14.017784, 13.426647], [13.813151, 15.029239, 15.193505], [10.744619, 13.649718, 11.206645], [8.951101, 15.370364, 10.591189], [6.625896, 15.219422, 11.417982], [6.016864, 13.599861, 13.053441], [5.544977, 11.621099, 14.024418], [5.325335, 9.851236, 15.700186], [7.401085, 8.720954, 16.562979], [9.645117, 9.239669, 15.629152]],
  "forces_ev_per_angstrom": [[-0.841, 1.638, -0.319], [-0.282, 0.259, 0.028], [-1.862, 2.041, 0.508], [1.394, -0.417, 1.919], [-0.779, -1.910, -1.903], [1.288, 1.478, -0.722], [-0.782, 2.725, -1.044], [0.192, 0.073, 0.740], [-0.932, -0.920, 1.131], [-0.315, 0.601, 1.203], [0.131, -0.046, -1.432], [0.645, -0.503, 0.367], [-0.082, -0.494, -0.015], [-0.416, 0.704, -0.211], [1.463, -1.098, 0.263], [-0.809, -0.579, 0.127], [-0.044, 0.171, 0.531], [-0.028, -0.286, -0.561], [-0.107, -1.078, 2.318], [0.344, 0.312, -2.433], [-0.390, -0.958, 1.267], [-0.006, -0.094, 0.045], [-1.530, -0.829, -0.336], [1.573, 0.226, 0.039], [-0.606, 0.662, 0.657], [0.260, -0.979, -0.480], [0.672, -0.493, -0.175], [1.859, -1.580, 0.300], [-0.742, -0.015, -0.115], [0.394, 0.637, 0.339], [-0.766, 0.948, -0.758], [1.441, -1.141, 0.722], [-1.985, 0.309, 0.596], [1.029, -1.287, 0.916], [-0.539, 0.163, -0.948], [1.049, -0.594, -0.065], [-0.545, -0.066, -0.027], [-0.284, 0.101, -0.147], [0.251, -1.437, 0.618], [0.095, -0.032, -0.382], [0.040, -0.362, -0.614], [-0.390, 0.736, 0.342], [-0.142, 0.313, -0.059], [-0.205, -0.726, -0.221], [0.503, -0.508, 0.920], [-1.436, -0.081, -1.066], [0.284, 0.220, -0.745], [0.683, 1.007, 0.104], [0.049, -0.180, 0.370], [-0.720, 0.039, 0.151], [0.206, 0.338, -0.019], [0.340, -0.380, -0.236], [-0.806, -0.028, -0.221], [-0.029, 0.498, 0.123], [-0.528, 0.788, 0.604], [-1.073, 0.177, -0.849], [-0.012, 0.079, 0.223], [-0.272, -0.275, 0.173], [-0.104, 0.209, -0.364], [1.121, 0.073, -0.204], [0.120, -0.225, -0.202], [-0.941, 1.279, 0.773], [3.311, -0.256, 0.172], [0.881, 1.248, -1.504], [0.034, -0.475, -0.514], [0.204, 0.291, -0.320], [-0.086, 0.827, -0.681], [0.770, -0.617, -0.416], [-0.320, 1.172, -0.088], [1.778, 0.578, 0.085], [-1.125, -1.540, -0.835], [-2.439, 1.012, 1.535], [-0.290, -0.774, -0.087], [-0.109, 1.731, -0.635], [-0.190, -2.088, 1.003], [1.042, 0.963, 0.339], [-1.097, -0.699, -0.520], [0.349, 1.361, -0.380], [-1.340, -0.920, 0.080], [0.846, -0.614, 0.487], [-2.335, 1.704, -0.260], [0.617, -0.676, -1.039], [0.759, 1.108, -0.134], [0.997, -1.290, 0.631], [-0.663, -0.336, -0.088], [-0.160, -0.343, 1.114], [0.253, -0.216, 0.369], [-0.129, -0.423, 0.587], [-0.486, -0.080, -0.145], [-1.186, 0.254, 0.468], [0.530, 0.989, -1.203], [0.415, -0.216, -0.112], [1.147, -0.285, 0.038], [0.764, -0.142, 0.282], [1.614, 0.042, -0.365], [-0.021, -0.537, 0.719], [-0.431, 0.040, -0.127]],
  "total_energy_ev": -433626.145,
  "multiplicity": 6,
  "gap_ev": [4.83, 5.60],
  "total_charge": -1,
  "homo_energy_ev": [-3.1, -3.9]
}